DFT (ωB97M-V with the def2-TZVPD basis set) results for a gas-phase ion, C6H11N2O (charge +1) in a non-equilibrium geometry.

Structure (XYZ):
```
20
Properties=species:S:1:pos:R:3:forces:R:3
O -2.24979 -0.97614 0.11609 -0.77 -2.09 0.81
N -1.17308 1.02468 -0.66249 7.52 3.30 -4.32
N 0.36267 -0.92728 -0.73852 3.55 3.41 -2.38
C -2.09828 0.32108 -0.25635 -7.54 -2.90 1.73
C 1.91352 0.05434 0.87061 -2.04 -1.43 2.29
C 1.03203 1.19413 0.33887 -2.07 -0.61 1.59
C -3.33102 -0.03848 0.45580 1.98 1.53 -0.86
C 0.22057 0.59345 -0.85730 -2.84 1.84 3.76
C 1.75466 -1.01375 -0.26081 0.87 2.59 2.50
H 1.94385 -1.93528 0.13974 0.80 -2.56 0.27
H -3.49178 0.41370 1.39701 0.18 -0.68 1.59
H -4.16933 -0.07509 -0.18580 -0.97 -0.56 -0.47
H 0.45545 1.04462 -1.76034 1.13 -0.21 -2.08
H 1.61437 -0.41964 1.93167 0.25 1.30 -2.37
H 0.17134 1.46045 1.13625 2.45 0.07 -1.73
H -0.32770 -1.23777 -0.15478 -2.27 -1.57 2.32
H 2.88971 0.45884 1.04055 0.85 -0.43 -0.31
H 2.48260 -0.56705 -0.90038 0.03 -0.83 -1.75
H 0.34358 -1.38249 -1.62514 -0.68 -0.46 -0.97
H 1.65662 2.00767 -0.02469 -0.45 0.32 0.37
```
Positions in Å, forces in eV/Å.

Calculated values
charge	+1
E_tot	-419.40160	Eh
frontier orbital gap (spin up / spin down)	5.7 / 7.4	eV
multiplicity	3
LUMO (spin up / spin down)	-3.16 / -6.94	eV
relative energy (zero: lowest compared OMol25 entry of this formula, charge and spin)	5.305	eV
max |F|	9.3	eV Å⁻¹